Entry 1:
The following is a quantum chemistry calculation of a structure of composition C20H17F5IrNO5STe, from the Open Molecules 2025 dataset.

Cartesian coordinates (Å):
Ir (-0.2813, 0.2236, 1.8651)
Te (-0.2917, -0.0216, -1.0551)
S (-1.0690, 2.4317, 1.4812)
F (-5.5718, 0.0213, 1.8006)
F (-2.8502, 0.0288, 1.4451)
F (-6.9022, 2.3655, 2.1679)
F (-2.8632, 4.7349, 1.6954)
F (-5.5434, 4.7355, 2.0316)
O (1.7722, 1.2083, 2.1758)
O (1.3511, -1.8955, -0.5260)
O (1.9492, 0.8866, -0.0225)
O (0.6127, -0.4148, 4.0111)
O (0.3225, -1.9143, 1.4367)
N (3.1647, -1.2791, 2.1457)
C (-4.9064, 1.1701, 1.7914)
C (2.3202, 0.7818, 1.1448)
C (-0.8793, -1.4661, -2.5625)
C (-2.8011, 2.3835, 1.6093)
C (1.0425, 0.6485, -2.5841)
C (-0.3882, -0.9335, -3.8710)
C (2.6850, -2.3979, 1.4117)
C (-0.8085, -1.4688, -5.0835)
C (1.5370, -1.4864, 4.1159)
C (0.5998, 0.0709, -6.2721)
C (-3.5328, 1.1913, 1.6135)
C (2.9489, -1.1880, 3.5695)
C (-5.5942, 2.3754, 1.9622)
C (3.5885, -0.1370, 1.4223)
C (-3.5195, 3.5821, 1.7323)
C (-0.3090, -0.9766, -6.2755)
C (1.3173, -2.0576, 0.7017)
C (0.5407, 0.1097, -3.8745)
C (-4.8973, 3.5846, 1.9104)
C (1.0207, 0.6136, -5.0738)
H (-1.9497, -1.6613, -2.5726)
H (1.7339, 1.4211, -5.0591)
H (1.0649, -2.3234, 3.5989)
H (2.5283, -3.2378, 2.0860)
H (1.0169, 0.3827, 4.3841)
H (1.0948, 1.7358, -2.5558)
H (1.6542, -1.7296, 5.1792)
H (-0.3534, -2.3881, -2.2959)
H (3.6284, -1.9010, 4.0537)
H (4.2972, 0.4577, 2.0009)
H (-1.5085, -2.2892, -5.0925)
H (0.9829, 0.4585, -7.2004)
H (-0.6255, -1.4093, -7.2110)
H (3.2384, -0.1841, 3.8872)
H (2.0246, 0.2490, -2.3258)
H (3.3912, -2.6693, 0.6226)
H (4.0168, -0.4214, 0.4603)

Results
2S+1: 2
Energy relative to the best compared isomer or geometry (same formula, charge and spin) in kcal per mole: 0.0
LUMO level (spin up / spin down) in eV: -6.28 / -6.05
Expectation value of S²: 1.071
Frontier orbital gap (spin up / spin down) in eV: 4.9 / 5.0
Charge: +1

Entry 2:
The following is a quantum chemistry calculation of a structure of composition C20H17IrN6O5S2, from the Open Molecules 2025 dataset.

Cartesian coordinates (Å):
Ir (-0.6347, -0.8639, 0.2326)
S (-3.6384, -4.0963, -1.8537)
S (-1.0653, -4.0137, 3.9126)
O (1.2831, 5.5669, 3.2768)
O (-0.3488, 1.2948, 0.9345)
O (3.4865, 5.2487, 3.8137)
O (1.2142, -0.1331, 1.4951)
O (-1.4536, -2.4782, -4.7745)
N (-3.0553, -1.5866, -2.6094)
N (-2.2772, -2.3278, -0.5168)
N (-0.9109, -2.4362, 1.8580)
N (-0.0890, -0.1328, -1.8022)
N (0.5362, -1.8725, 3.6085)
N (0.1017, -1.7941, -6.2783)
C (-0.5358, -1.7393, -5.1019)
C (-3.1513, -4.4766, -0.2889)
C (0.0133, 0.6790, -4.4498)
C (3.6668, 2.9436, 3.0514)
C (0.7490, 1.0434, 1.4899)
C (0.0254, 1.1749, -2.1127)
C (-2.9073, -2.5041, -1.6759)
C (3.0090, 4.1496, 3.2872)
C (-1.9955, -4.3797, 2.5533)
C (-1.7961, -3.4447, 1.5495)
C (0.8581, 3.3510, 2.3638)
C (-0.1319, -0.6634, -4.1298)
C (1.5103, 2.1662, 2.1389)
C (-0.1309, -1.0224, -2.7995)
C (1.6373, 4.3480, 2.9528)
C (-0.4054, -2.6192, 3.0707)
C (-2.4301, -3.4308, 0.2835)
C (2.8944, 1.9674, 2.4797)
C (0.1066, 1.6080, -3.4208)
C (2.4297, 6.2289, 3.8495)
H (4.7094, 2.8025, 3.2987)
H (-2.6592, -5.2315, 2.5423)
H (0.1932, 2.6650, -3.6295)
H (-2.7057, -0.6558, -2.4331)
H (-0.0048, 1.0080, -5.4822)
H (0.9831, -1.1686, 3.0226)
H (-0.1790, 3.5049, 2.1004)
H (-3.3597, -5.4451, 0.1420)
H (0.0297, 1.8677, -1.2852)
H (2.7025, 7.0835, 3.2351)
H (0.9026, -1.2243, -6.4905)
H (-3.1956, -1.8416, -3.5824)
H (3.3329, 1.0032, 2.2565)
H (2.2168, 6.4980, 4.8813)
H (-0.1924, -2.4783, -6.9593)
H (-0.2454, -2.0639, -2.5267)
H (0.9078, -2.0788, 4.5226)

Results
2S+1: 6
Energy relative to the best compared isomer or geometry (same formula, charge and spin) in kcal per mole: 4.5
LUMO level (spin up / spin down) in eV: -8.43 / -11.18
Expectation value of S²: 8.808
Frontier orbital gap (spin up / spin down) in eV: 7.5 / 5.7
Charge: +3

Entry 3:
The following is a quantum chemistry calculation of a structure of composition C20H17N3O3S2, from the Open Molecules 2025 dataset.

Cartesian coordinates (Å):
S (0.8953, -1.7523, 1.8204)
S (1.9515, -5.6822, -1.1746)
O (-2.1258, 5.4043, -0.7595)
O (1.6945, -3.4212, 3.5892)
O (-2.0511, 6.3530, 1.8060)
N (1.7694, -4.4582, 1.5194)
N (-0.7124, 0.8527, -2.1496)
N (0.6020, -1.7597, -0.8941)
C (-0.9867, 3.2384, 0.3287)
C (2.0319, -4.3041, 2.8392)
C (-1.5023, 5.0295, 1.5669)
C (0.4048, -1.1369, 0.2858)
C (1.3213, -4.0247, -1.6002)
C (0.9988, -3.1539, -0.4648)
C (1.2560, -4.9415, -3.6517)
C (-2.7829, 5.8410, -2.8753)
C (1.1377, -3.8307, -2.8014)
C (-0.7900, 2.8989, 2.6881)
C (0.0614, 0.2991, 0.0978)
C (-1.0256, 4.3500, 2.6602)
C (2.8694, -5.4851, 3.2710)
C (-0.4959, 0.4921, -1.1773)
C (-0.2433, 1.0834, 1.1037)
C (1.4715, -3.2184, 0.9084)
C (-1.5933, 4.5080, 0.3602)
C (1.8436, -6.0194, -2.7954)
C (-0.6923, 2.3580, 1.3726)
C (-2.1692, 4.8813, -1.9779)
H (-1.0354, 4.7375, 3.5544)
H (-2.3556, 6.5706, 0.6961)
H (1.2772, -4.8998, -4.7107)
H (-2.9383, 3.6255, -2.0631)
H (0.1154, 0.6257, 2.0858)
H (3.6336, -5.7117, 2.8599)
H (2.0201, -6.9564, -3.4601)
H (-1.2729, 4.4818, -2.2106)
H (2.0348, -6.3761, 3.4241)
H (2.7625, -5.4038, 4.5318)
H (-2.0438, 6.6069, -2.8066)
H (2.0399, -5.2259, 1.1020)
H (-1.2120, 2.5510, -0.9102)
H (-3.5946, 6.0184, -2.6394)
H (-0.2055, 2.5544, 3.5609)
H (-2.7164, 5.4111, -3.7703)
H (0.3528, -3.0108, -3.1394)

Results
Energy relative to the best compared isomer or geometry (same formula, charge and spin) in kcal per mole: 258.2
LUMO level in eV: -0.61
Frontier orbital gap in eV: 7.1

Entry 4:
The following is a quantum chemistry calculation of an isolated molecule of C20H17N5O2, from the Open Molecules 2025 dataset.

Cartesian coordinates (Å):
O (-1.4469, -2.7270, -1.9405)
O (3.6884, -5.0737, 0.8772)
N (-0.7606, -0.8427, -0.8470)
N (-1.1541, 5.1803, 0.7003)
N (-0.4125, 6.9573, 1.7148)
N (-1.2635, 4.0028, 0.1080)
N (-1.7128, 7.1481, 1.5282)
C (-3.5328, 2.0907, -1.9317)
C (-2.1914, 6.0874, 0.9149)
C (-2.6951, -0.1544, -2.1828)
C (1.5035, -4.9270, 0.0896)
C (-2.4529, 3.6634, -0.3172)
C (-1.6496, 1.3570, -0.6336)
C (-0.0678, 5.7939, 1.2280)
C (-3.5886, 0.8433, -2.5261)
C (4.9279, -4.5189, 1.2741)
C (-3.5961, 4.5043, -0.1433)
C (4.8535, -3.8290, 2.6329)
C (-1.7099, 0.1015, -1.2301)
C (-2.5582, 2.3543, -0.9708)
C (0.4418, -4.2251, -0.4282)
C (-3.4733, 5.7126, 0.4719)
C (2.8097, -2.9101, 0.1517)
C (-0.6524, -2.1579, -1.2214)
C (0.5313, -2.8489, -0.6439)
C (1.7321, -2.2089, -0.3583)
C (2.7061, -4.2785, 0.3921)
H (4.5060, -4.5334, 3.3844)
H (-0.4826, -4.7248, -0.6741)
H (-2.7499, -1.1259, -2.6438)
H (5.6009, -5.3788, 1.3323)
H (-4.3039, 6.3788, 0.6363)
H (3.7273, -2.3772, 0.3457)
H (4.1648, -2.9880, 2.6072)
H (5.3099, -3.8350, 0.5065)
H (-4.2250, 2.8599, -2.2370)
H (0.9172, 5.3790, 1.2372)
H (5.8393, -3.4696, 2.9149)
H (1.4396, -5.9888, 0.2664)
H (-0.8940, 1.5746, 0.1069)
H (1.8612, -1.1553, -0.5653)
H (-0.0880, -0.5083, -0.1713)
H (-4.3411, 0.6425, -3.2736)
H (-4.5576, 4.1555, -0.4814)

Results
Energy relative to the best compared isomer or geometry (same formula, charge and spin) in kcal per mole: 6.6
LUMO level in eV: -0.30
Frontier orbital gap in eV: 8.4

Entry 5:
The following is a quantum chemistry calculation of an isolated molecule of C20H17NO6, from the Open Molecules 2025 dataset.

Cartesian coordinates (Å):
O (-0.6500, -3.2968, -2.6992)
O (-0.0396, 3.2900, 2.2401)
O (1.8362, -3.7928, -3.6913)
O (4.0840, -2.4083, -3.7119)
O (-2.6994, 2.3639, 2.2240)
O (1.9557, 2.0160, 0.9037)
N (-2.4022, -1.5922, -1.0117)
C (-2.0315, 0.6553, 0.6611)
C (-3.2894, 0.0409, 0.5641)
C (0.1355, -1.3386, -1.5549)
C (-0.9843, 0.1273, -0.1430)
C (-2.6431, 1.9853, 3.6210)
C (-0.5266, 4.5391, 1.7555)
C (-0.3894, 2.2390, 1.4365)
C (2.9880, -1.9758, -2.9729)
C (-0.7312, -4.4723, -1.8520)
C (3.2381, -0.7902, -2.2666)
C (2.7619, 1.2236, 1.7861)
C (-1.1798, -0.9905, -0.9450)
C (0.6652, 1.5889, 0.7345)
C (1.7249, -2.7651, -3.0153)
C (0.2968, 0.5442, -0.1102)
C (-1.7439, 1.7849, 1.4234)
C (0.3974, -2.4498, -2.3794)
C (-3.4006, -1.0896, -0.2440)
C (1.0631, -0.3170, -1.0050)
C (2.3815, -0.0711, -1.3294)
H (-4.1741, 0.3847, 1.1066)
H (2.9327, 0.2261, 1.3922)
H (-1.2497, -5.2710, -2.4485)
H (-0.0217, 5.3472, 2.2853)
H (-4.3386, -1.6188, -0.2184)
H (-2.6599, 0.9310, 3.7268)
H (-1.7214, 2.3535, 4.1490)
H (3.7368, 1.7358, 1.9781)
H (0.2553, -4.8324, -1.5429)
H (3.7880, -3.2622, -4.0759)
H (-3.5046, 2.3698, 4.1488)
H (2.3520, 1.0987, 2.7573)
H (-0.3180, 4.6568, 0.6569)
H (2.8398, 0.7924, -0.8753)
H (-1.6001, 4.6587, 1.9392)
H (-1.3584, -4.2455, -0.9756)
H (4.2246, -0.3734, -2.4219)

Results
Energy relative to the best compared isomer or geometry (same formula, charge and spin) in kcal per mole: 85.0
LUMO level in eV: -1.06
Frontier orbital gap in eV: 6.7

Number 1: E_tot -67286.547 eV. Number 2: E_tot -64676.414 eV. Number 3: E_tot -53284.493 eV. Number 4: E_tot -32560.749 eV. Number 5: E_tot -34787.382 eV.